Record 1
30
Properties=species:S:1:pos:R:3 method="wB97M-V/def2-TZVPD" homo_ha=-0.2622 relative_energy_kj_mol=0.0
Li 0.347 1.234 2.646
N -0.127 -1.047 2.512
C 0.270 -0.858 1.108
C 0.222 -2.079 0.197
C 1.073 -1.941 -1.071
C 1.035 -0.585 -1.776
N -0.313 -0.034 -1.932
C -0.716 1.167 -1.521
N 0.098 1.992 -0.879
N -1.961 1.580 -1.826
C 1.668 -0.231 1.266
O 2.601 -0.963 1.574
O 1.659 1.053 1.202
H 0.541 -1.674 2.950
H -1.053 -1.449 2.600
H -0.398 -0.084 0.725
H -0.824 -2.281 -0.059
H 0.588 -2.951 0.744
H 0.794 -2.731 -1.775
H 2.118 -2.108 -0.806
H 1.483 -0.682 -2.767
H 1.632 0.139 -1.231
H -1.002 -0.626 -2.367
H 0.768 1.602 -0.183
H -0.318 2.854 -0.551
H -2.608 0.916 -2.216
H -2.372 2.252 -1.193
F -1.485 3.585 1.284
B -1.342 2.372 1.920
F -2.378 1.577 1.424


Record 2
20
Properties=species:S:1:pos:R:3 method="wB97M-V/def2-TZVPD" homo_ha=-0.2936 relative_energy_kj_mol=125.5 smiles="CCC/C=C/C=C/O"
C 1.195 0.150 2.034
C 2.186 0.679 0.965
C 1.978 0.193 -0.496
C 0.672 -0.480 -0.839
C -0.546 0.022 -0.694
C -1.768 -0.632 -1.125
C -2.994 -0.154 -0.940
O -4.088 -0.789 -1.487
H 0.635 0.974 2.481
H 1.776 -0.244 2.871
H 0.528 -0.623 1.685
H 3.198 0.397 1.228
H 2.081 1.763 0.979
H 2.781 -0.485 -0.774
H 2.132 0.996 -1.214
H 0.755 -1.401 -1.401
H -0.721 0.976 -0.193
H -1.697 -1.559 -1.679
H -3.225 0.765 -0.403
H -4.876 -0.548 -0.995


Record 3
54
Properties=species:S:1:pos:R:3 method="wB97M-V/def2-TZVPD" charge=-1 homo_ha=-0.1683 relative_energy_kj_mol=437.1
C -1.217 3.454 0.293
C -2.047 2.734 1.039
N -3.143 1.749 1.327
C -2.589 0.408 1.718
C -2.336 -0.610 0.496
C -1.353 -0.065 -0.656
N -1.882 0.525 -1.747
B -1.237 0.700 2.628
O -1.355 1.308 3.969
N 0.169 0.345 2.196
C 1.026 1.603 2.040
C 0.825 -0.380 3.371
C -3.618 -0.357 2.739
O -3.440 -1.631 2.966
O -4.709 0.267 3.358
H -0.399 4.046 -0.274
H -3.674 2.199 2.094
H -3.349 -0.919 0.015
H -1.850 -1.569 0.924
H -0.196 -0.114 -0.596
H -2.922 0.539 -1.669
H -1.869 2.148 3.921
H 1.104 1.792 0.894
H 0.549 2.531 2.534
H 2.096 1.370 2.403
H 1.802 -0.887 3.035
H 1.131 0.426 4.150
H 0.096 -1.110 3.898
C 7.328 2.193 0.603
C 6.096 1.331 0.431
C 4.901 2.074 -0.091
O 3.821 1.303 0.418
C 4.272 0.710 1.561
O 3.573 0.135 2.351
O 5.624 0.860 1.688
H 8.098 1.652 1.160
H 7.736 2.491 -0.366
H 7.102 3.096 1.179
H 6.331 0.458 -0.188
H 4.873 2.109 -1.182
H 4.813 3.092 0.302
C -3.638 -3.808 -2.755
C -2.745 -3.260 -3.847
C -3.393 -2.199 -4.683
O -2.688 -2.313 -5.914
C -2.268 -3.609 -6.000
O -1.801 -4.109 -6.988
O -2.449 -4.262 -4.815
H -3.191 -4.699 -2.307
H -3.802 -3.063 -1.972
H -4.610 -4.113 -3.155
H -1.797 -2.916 -3.420
H -3.273 -1.201 -4.258
H -4.455 -2.382 -4.876